(1)
C20H24BrF9N6O3Re as an isolated structure, computed with wB97M-V/def2-TZVPD.

Values from the calculation:
- charge = +2
- relative energy (zero: lowest compared OMol25 entry of this formula, charge and spin) (kJ/mol) = 18.4
- expectation value of S² = 0.7616
- HOMO-LUMO gap (alpha / beta) (eV) = 6.609 / 6.633
- highest occupied orbital energy (alpha / beta) (eV) = -14.71 / -14.71
- spin multiplicity = 2

```
64
C20H24BrF9N6O3Re (wB97M-V/def2-TZVPD)
Re 0.13475 0.48503 -0.00217
C 4.25092 0.50832 1.36297
C 2.78280 0.53882 1.21191
N 2.16998 0.46524 0.05590
O 2.92875 0.19888 -1.07096
C 1.89277 0.66855 2.33863
C 2.29957 0.88251 3.75581
N 0.61290 0.58783 2.02291
O -0.34750 0.65915 2.79878
H 4.73163 0.07288 0.49215
H 4.53565 -0.03286 2.26383
H 4.61094 1.53596 1.47961
H 3.02094 1.03203 -1.55831
H 3.27132 1.36673 3.81900
H 2.34377 -0.06566 4.29782
H 1.55477 1.50349 4.25180
Br -1.90444 1.59717 -2.34799
C -2.81396 0.90011 -0.84408
C -4.18995 0.94898 -0.79632
C -4.81948 0.40932 0.31569
C -4.04731 -0.17327 1.31178
C -2.67606 -0.17588 1.17688
N -2.04818 0.36279 0.11516
H -4.74705 1.39305 -1.60833
H -5.89750 0.44427 0.39969
H -4.50224 -0.60210 2.19243
H -2.04771 -0.59593 1.94762
F -0.06280 5.75142 1.26308
C -0.26665 4.44407 1.24301
F 0.18010 3.91443 2.38855
F -1.58016 4.20105 1.16936
C 0.43938 3.75655 0.02689
O -0.00630 2.46342 -0.01944
C 1.99309 3.80650 0.19144
F 2.36752 3.18357 1.32556
F 2.49128 5.02092 0.20717
F 2.56794 3.11819 -0.82846
C 0.05175 4.51426 -1.29654
F -1.27410 4.63234 -1.39065
F 0.47739 3.79402 -2.35327
F 0.58478 5.72202 -1.36587
C -1.30874 -3.60587 -3.47142
C -1.72306 -2.16039 -3.28825
N -0.94108 -1.57903 -2.19608
C -0.41717 -2.26815 -1.16961
N 0.22063 -1.55405 -0.19195
C 0.86598 -2.32289 0.89086
C 1.30325 -3.69411 0.42357
C 0.08382 -4.41602 -0.10472
N -0.56379 -3.58932 -1.12721
C -1.39166 -4.28879 -2.11950
H -0.28558 -3.65846 -3.84745
H -1.96398 -4.10348 -4.18302
H -2.78656 -2.09921 -3.04549
H -1.54761 -1.57606 -4.18849
H -0.57390 -0.65502 -2.35242
H 0.15717 -2.42243 1.71834
H 1.72560 -1.76332 1.25269
H 1.74519 -4.24533 1.25112
H 2.05050 -3.59771 -0.36703
H -0.62161 -4.64531 0.69874
H 0.37280 -5.35532 -0.57246
H -2.42577 -4.32303 -1.76541
H -1.03775 -5.31484 -2.18787
```

Atomic partial charges in e from the Mulliken method, atoms 1 to 4: number 1, Re, carries 0.6634; number 2, C, carries -1.7649; number 3, C, carries 0.2155; number 4, N, carries 0.6759

***

(2)
A 2-piece molecular cluster, C3H5FN2 overall, computed with wB97M-V/def2-TZVPD.

Values from the calculation:
- relative energy (zero: lowest compared OMol25 entry of this formula, charge and spin) (kJ/mol) = 539.2
- HOMO-LUMO gap (eV) = 8.975
- highest occupied orbital energy (eV) = -8.10

```
11
C3H5FN2 (wB97M-V/def2-TZVPD)
C -1.96106 1.82900 0.17448
C -1.77816 0.83147 -0.45770
C 1.53857 -1.12540 0.01212
N 1.16916 0.10758 0.20422
N 1.79310 1.23171 0.13353
F 3.14050 0.99939 -0.20636
H -2.11165 2.71962 0.70690
H -1.65290 -0.04780 -1.01694
H 0.82375 -1.91382 0.13558
H 2.55427 -1.34064 -0.25733
H 0.19143 0.30441 0.44118
```

Atomic partial charges in e from the Mulliken method, atoms 1 to 4: number 1, C, carries -0.0567; number 2, C, carries -0.6794; number 3, C, carries -0.4330; number 4, N, carries 0.3449

***

(3)
A 6-piece molecular cluster, C30H55ClN10 overall, computed with wB97M-V/def2-TZVPD.

Values from the calculation:
- charge = +3
- expectation value of S² = 0.7583
- HOMO-LUMO gap (alpha / beta) (eV) = 2.577 / 6.817
- highest occupied orbital energy (alpha / beta) (eV) = -9.26 / -13.50
- spin multiplicity = 2

```
96
C30H55ClN10 (wB97M-V/def2-TZVPD)
C 3.55053 -0.81493 -3.88847
C 2.15955 -1.42983 -3.65188
N 1.07152 -0.65828 -4.08365
C 0.81216 0.52067 -3.47381
C -0.33974 1.01987 -4.07628
N -0.88103 0.11033 -4.94995
C 0.07249 -0.92550 -4.98215
C -2.14616 0.28728 -5.62762
H 3.88560 -0.83976 -4.92539
H 4.35423 -1.27881 -3.31664
H 3.43476 0.22774 -3.59265
H 2.00736 -1.71441 -2.61075
H 2.04267 -2.41268 -4.10842
H 1.44320 0.88695 -2.67755
H -0.83912 1.96937 -3.95189
H 0.01657 -1.90830 -5.42643
H -2.85862 0.60313 -4.86555
H -2.54112 -0.61717 -6.09030
H -1.96424 1.08878 -6.34358
C 1.09096 1.01987 3.64413
C -0.41637 0.69799 3.54380
N -0.92847 -0.43827 4.43652
C -2.19910 -0.64998 4.93527
C -2.33542 -1.94830 5.36153
N -1.05870 -2.49228 5.35792
C -0.20150 -1.59838 4.75548
C -0.72278 -3.83233 5.87994
H 1.68977 0.40838 2.96915
H 1.42086 1.07265 4.68167
H 1.37883 2.03547 3.37249
H -0.75141 0.41746 2.54523
H -0.97370 1.60722 3.76919
H -2.94120 0.09531 4.68983
H -3.18032 -2.46247 5.79531
H 0.86001 -1.71506 4.59428
H 0.33414 -3.95964 5.64584
H -1.37855 -4.60015 5.46941
H -0.88837 -3.71335 6.95070
C -2.20485 5.49358 0.67069
C -2.09341 4.42783 -0.40801
N -0.80729 4.37992 -1.04851
C -0.52870 4.94829 -2.34472
C 0.79831 4.81703 -2.65166
N 1.31103 3.92301 -1.69328
C 0.34875 3.73030 -0.73073
C 2.55582 3.24101 -1.80969
H -1.97156 6.50181 0.32847
H -1.40468 5.35488 1.39773
H -3.21263 5.53531 1.08387
H -2.90134 4.55766 -1.12809
H -2.23546 3.45326 0.05905
H -1.28761 5.50340 -2.87604
H 1.39953 5.07633 -3.51056
H 0.35544 2.98676 0.05253
H 2.65878 2.77317 -2.78880
H 2.64383 2.51671 -0.99991
H 3.34105 3.91855 -1.47439
C 2.97446 -3.95739 -0.66671
C 4.30348 -3.25820 -0.35790
N 4.35143 -3.07725 1.07045
C 3.80024 -2.00217 1.73925
C 4.13349 -2.08290 3.11450
N 4.69080 -3.34707 3.30147
C 4.85625 -3.93479 2.03517
C 4.99425 -4.06168 4.52771
H 2.12168 -3.34866 -0.36617
H 2.93300 -4.96036 -0.24194
H 2.87757 -4.07088 -1.74644
H 4.48333 -2.29632 -0.83803
H 5.05408 -3.91515 -0.79736
H 3.26084 -1.31883 1.10012
H 3.81939 -1.32310 3.81483
H 5.24014 -4.93554 1.90273
H 4.06511 -4.08706 5.09705
H 5.70890 -3.64280 5.23618
H 5.21555 -5.09604 4.26458
C -6.19175 1.27011 -2.65874
C -5.41652 1.92264 -1.45808
N -4.28315 1.07088 -1.08416
C -3.00830 0.99277 -1.67905
C -2.39280 -0.05047 -1.02966
N -3.16297 -0.50463 -0.03080
C -4.31280 0.21998 -0.03876
C -2.73653 -1.57002 0.89259
H -6.98938 1.83094 -3.14592
H -6.77365 0.41134 -2.32406
H -5.48077 0.93750 -3.41504
H -6.07423 2.08534 -0.60422
H -4.97929 2.85650 -1.81138
H -2.75883 1.50622 -2.59586
H -1.39003 -0.41814 -1.18983
H -5.11519 0.15989 0.68163
H -1.70738 -1.30736 1.13744
H -2.81801 -2.54999 0.42237
H -3.28301 -1.63039 1.83376
Cl 1.14634 0.28566 0.02559
```

Atomic partial charges in e from the Mulliken method, atoms 1 to 4: number 1, C, carries -0.8431; number 2, C, carries -0.3656; number 3, N, carries 0.3149; number 4, C, carries -0.0797